(1)
ORCA calculation (wB97M-V/def2-TZVPD) on a 3-piece molecular cluster, C4H9NO overall.

Last column: natural (NBO) charge in e.
Geometry (Å):
C1 -1.22094 -0.83153 -0.02399  -0.471
C2 0.05927 -0.23888 0.25055  -0.067
C3 1.18451 -0.51483 -0.72808  -0.056
O1 2.27271 0.35370 -0.59939  -0.710
C4 -0.37502 1.13673 0.48986  -0.016
N1 0.51621 0.61619 1.42122  -0.575
H1 -1.51298 0.30106 -1.01840  0.023
H2 -1.27076 -1.68704 -0.69791  0.224
H3 -1.98963 -0.82919 0.74432  0.225
H4 1.49157 -1.56862 -0.61537  0.164
H5 0.77135 -0.39213 -1.73941  0.189
H6 2.30774 0.60402 0.33713  0.482
H7 -1.37037 1.38430 0.86404  0.182
H8 -0.99989 1.19432 -1.04202  0.032
H9 0.13624 0.47190 2.35745  0.374

Cartesian forces, eV/Å:
0.0 -0.2 0.2
-0.1 -0.1 -0.4
-0.3 -0.2 -0.1
0.1 0.0 0.2
0.0 0.0 0.2
-0.1 0.1 0.2
0.0 0.2 -0.1
0.0 0.2 0.1
0.1 0.0 -0.1
0.0 0.2 0.0
0.0 0.0 0.1
0.0 0.0 -0.1
0.1 -0.1 -0.1
-0.1 -0.2 0.0
0.0 0.0 -0.1

Properties
lowest unoccupied orbital energy (spin up / spin down) = 0.09 / 0.09 eV
net charge = 0
spin multiplicity = 1
Kohn-Sham gap (spin up / spin down) = 8.89 / 8.89 eV
E_HOMO (spin up / spin down) = -8.800 / -8.800 eV

(2)
ORCA calculation (wB97M-V/def2-TZVPD) on one molecule with the formula C4H9NO.

Last column: natural (NBO) charge in e.
Geometry (Å):
C1 -1.30672 -0.88595 0.20726  -0.411
N1 -0.29369 0.14584 0.28101  -0.448
C2 -0.82835 1.41512 -0.16696  -0.410
C3 0.94318 -0.22817 -0.36796  -0.344
C4 2.10199 -0.44252 0.60459  0.438
O1 3.22111 -0.73269 0.24624  -0.521
H1 -1.71131 -1.00617 -0.81589  0.165
H2 -2.14319 -0.63095 0.86550  0.203
H3 -0.90999 -1.84848 0.54544  0.202
H4 -1.66571 1.71970 0.47138  0.203
H5 -0.07263 2.20305 -0.09196  0.203
H6 -1.19645 1.37494 -1.21086  0.164
H7 1.26905 0.53564 -1.08808  0.225
H8 0.82097 -1.15168 -0.95698  0.217
H9 1.87238 -0.28919 1.67785  0.114

Cartesian forces, eV/Å:
-0.3 -0.2 0.1
-0.1 0.1 0.2
-0.1 0.3 0.0
0.2 -0.1 -0.2
0.6 -0.1 -0.3
-0.8 0.1 0.2
0.1 0.0 0.1
0.1 0.0 -0.1
0.0 0.2 -0.1
0.1 -0.1 -0.1
0.0 -0.2 0.0
0.1 0.0 0.1
0.0 -0.1 0.1
0.1 0.1 0.1
-0.1 0.0 -0.1

Properties
lowest unoccupied orbital energy = 0.95 eV
net charge = 0
spin multiplicity = 1
structure (SMILES) = CN(C)CC=O
Kohn-Sham gap = 9.87 eV
E_HOMO = -8.917 eV

(3)
ORCA calculation (wB97M-V/def2-TZVPD) on one molecule with the formula C4H9NO.

Last column: natural (NBO) charge in e.
Geometry (Å):
C1 -1.72947 -1.46031 -0.27903  -0.603
C2 -0.27362 -1.00925 -0.34540  -0.399
C3 -0.07104 0.45949 0.02153  -0.503
C4 1.37511 0.74539 0.41239  0.680
O1 2.13474 -0.11881 0.81264  -0.616
N1 1.77041 2.04760 0.29534  -0.828
H1 -1.81397 -2.52989 -0.49900  0.213
H2 -2.36130 -0.92194 -0.99529  0.198
H3 -2.14495 -1.29498 0.72250  0.200
H4 0.33926 -1.60546 0.33714  0.230
H5 0.12831 -1.18694 -1.35074  0.200
H6 -0.38356 1.12721 -0.79217  0.209
H7 -0.69515 0.71721 0.89021  0.223
H8 2.67393 2.28735 0.67474  0.402
H9 1.11710 2.79014 0.10755  0.391

Cartesian forces, eV/Å:
-0.1 0.0 0.0
0.1 -0.1 0.0
0.0 0.0 0.0
0.1 -0.1 0.1
-0.2 0.3 -0.1
0.1 0.0 0.1
0.0 0.2 0.0
0.1 0.0 0.1
0.1 0.0 -0.1
-0.1 0.1 -0.1
0.0 0.0 0.1
0.1 -0.1 0.1
0.1 0.0 -0.1
-0.1 0.0 -0.1
0.1 -0.2 0.0

Properties
lowest unoccupied orbital energy = 0.91 eV
net charge = 0
spin multiplicity = 1
structure (SMILES) = CCCC(N)=O
Kohn-Sham gap = 10.73 eV
E_HOMO = -9.820 eV

(4)
ORCA calculation (wB97M-V/def2-TZVPD) on one molecule with the formula C4H9NO.

Last column: natural (NBO) charge in e.
Geometry (Å):
C1 0.93311 0.45212 -1.57295  -0.619
C2 -0.52542 0.72815 -1.19464  -0.223
N1 -1.02110 -0.27182 -0.24318  -0.660
C3 -0.64584 -0.02648 1.07844  0.682
O1 -0.69965 1.11650 1.49247  -0.605
C4 0.10111 -0.98119 2.00805  -0.712
H1 1.34326 1.24803 -2.20463  0.214
H2 1.03554 -0.49844 -2.10889  0.200
H3 1.55351 0.39536 -0.66982  0.206
H4 -0.60383 1.69101 -0.68903  0.231
H5 -1.16161 0.77235 -2.08435  0.194
H6 -1.29240 -1.16895 -0.61978  0.394
H7 0.44174 -1.91580 1.56778  0.211
H8 -0.44362 -1.14838 2.94326  0.239
H9 0.98519 -0.39245 2.29726  0.249

Cartesian forces, eV/Å:
0.0 0.0 0.0
0.0 0.1 -0.1
0.1 0.0 0.3
0.5 0.6 0.2
-0.2 0.1 -0.1
-0.1 -0.2 -0.1
-0.1 -0.1 0.1
0.0 0.1 0.1
-0.1 0.0 -0.1
0.0 -0.1 -0.2
0.0 -0.1 0.2
0.6 -0.1 0.5
-0.2 -0.1 0.0
-0.1 -0.1 -0.3
-0.2 -0.3 -0.2

Properties
lowest unoccupied orbital energy = 0.98 eV
net charge = 0
spin multiplicity = 1
structure (SMILES) = CCNC(C)=O
Kohn-Sham gap = 10.43 eV
E_HOMO = -9.443 eV

(5)
ORCA calculation (wB97M-V/def2-TZVPD) on one molecule with the formula C4H9NO in a non-equilibrium geometry.

Last column: natural (NBO) charge in e.
Geometry (Å):
C1 1.24230 -0.05658 -1.26622  -0.048
C2 0.61491 -0.65682 0.05483  -0.425
C3 -0.59077 0.07723 0.50194  -0.101
C4 -0.60422 1.01079 1.65833  -0.270
H1 0.81706 0.11876 -3.18981  0.475
H2 2.14474 -0.67899 -1.54143  0.153
H3 1.64691 0.92830 -1.01818  0.152
H4 0.36263 -1.75156 -0.07328  0.217
H5 1.42301 -0.64586 0.81838  0.214
H6 -1.31363 0.32800 -0.30013  0.206
H7 -1.39064 1.79708 1.55595  0.190
H8 0.29003 1.29251 2.26135  0.204
H9 -2.22916 -0.30136 1.75501  0.350
N1 -1.19301 -0.36969 1.78370  -0.595
O1 0.32835 -0.09334 -2.30589  -0.723

Cartesian forces, eV/Å:
1.4 -1.6 1.7
1.3 -1.0 -1.0
-1.2 0.4 0.3
-1.1 0.3 0.0
-1.4 -0.6 2.5
-0.7 0.4 0.4
-0.3 0.4 -0.2
0.2 1.1 -0.2
-0.5 0.1 -0.3
0.6 -0.2 0.4
1.0 -0.4 0.3
-0.8 -0.6 -0.6
1.0 0.0 -0.1
0.0 0.8 -0.2
0.5 0.8 -3.1

Properties
lowest unoccupied orbital energy = 0.83 eV
net charge = 0
spin multiplicity = 1
structure (SMILES) = OCC[C@@H]1CN1
Kohn-Sham gap = 10.39 eV
E_HOMO = -9.567 eV

(6)
ORCA calculation (wB97M-V/def2-TZVPD) on C4H9NO as an isolated structure.

Last column: natural (NBO) charge in e.
Geometry (Å):
C1 0.07828 1.88339 0.55901  -0.328
N1 -0.14805 0.73120 -0.01998  -0.204
C2 -1.21028 -0.25095 0.28806  -0.222
C3 -0.66789 -1.10931 -0.89336  0.060
O1 -0.25409 -2.41988 -0.58554  -0.710
C4 0.36890 -0.03835 -0.99835  -0.225
H1 -0.56209 2.18468 1.37616  0.196
H2 2.22350 0.41956 1.34210  -0.008
H3 0.86086 2.52409 0.17538  0.199
H4 -2.20843 0.18263 0.18343  0.205
H5 -1.07790 -0.69701 1.27730  0.210
H6 -1.38281 -1.21748 -1.71796  0.174
H7 0.57973 -2.33148 -0.10247  0.466
H8 2.27594 -0.12419 0.82904  -0.019
H9 1.12433 0.26310 -1.71282  0.206

Cartesian forces, eV/Å:
0.0 0.0 -0.1
0.1 0.1 0.0
-0.2 0.0 0.1
-0.2 0.2 -0.1
0.2 -0.1 0.1
0.1 0.1 -0.1
0.1 -0.1 -0.1
0.0 0.0 0.0
-0.1 -0.1 0.0
0.1 -0.1 0.0
0.0 0.0 -0.2
0.1 0.0 0.1
-0.1 -0.1 -0.1
0.0 0.0 0.0
-0.1 -0.1 0.1

Properties
lowest unoccupied orbital energy = 1.06 eV
net charge = 0
spin multiplicity = 1
Kohn-Sham gap = 8.27 eV
E_HOMO = -7.210 eV

(7)
ORCA calculation (wB97M-V/def2-TZVPD) on one molecule with the formula C4H9NO.

Last column: natural (NBO) charge in e.
Geometry (Å):
C1 -1.75811 0.31108 -0.47480  -0.613
C2 -0.62583 0.11771 0.52067  0.046
O1 -1.25764 -0.19659 1.75981  -0.718
C3 0.41310 -0.92105 0.24726  -0.170
C4 1.82950 0.52648 -0.93425  -0.380
N1 1.62869 -0.53657 -0.15152  -0.399
H1 -2.47313 1.03850 -0.07841  0.215
H2 -1.37496 0.67961 -1.43052  0.205
H3 -2.28503 -0.63151 -0.64379  0.210
H4 -0.06173 1.07517 0.58042  0.168
H5 -0.54672 -0.30119 2.40575  0.466
H6 0.26050 -1.95250 0.54012  0.195
H7 2.75388 1.08053 -0.88894  0.190
H8 1.05634 0.75476 -1.64994  0.193
H9 2.44113 -1.04442 0.19817  0.390

Cartesian forces, eV/Å:
-0.1 0.0 -0.1
0.0 0.1 -0.4
0.1 0.0 0.3
0.1 0.0 0.0
0.0 0.1 0.0
0.0 0.0 -0.1
0.1 -0.1 -0.1
0.0 -0.1 0.1
0.1 0.1 0.0
-0.1 -0.2 0.0
-0.2 0.0 0.0
0.1 0.1 0.2
0.1 -0.3 -0.1
0.0 0.3 0.2
-0.1 0.0 -0.1

Properties
lowest unoccupied orbital energy = 0.89 eV
net charge = 0
spin multiplicity = 1
Kohn-Sham gap = 7.87 eV
E_HOMO = -6.979 eV

(8)
ORCA calculation (wB97M-V/def2-TZVPD) on one molecule with the formula C4H9NO.

Last column: natural (NBO) charge in e.
Geometry (Å):
C1 -1.04377 0.81700 -1.33140  -0.621
C2 0.27870 0.14893 -0.95569  -0.216
N1 0.28413 -0.39030 0.40200  -0.439
C3 1.18384 0.16062 1.39254  -0.398
C4 -0.53072 -1.43502 0.69266  0.532
O1 -1.28027 -1.97454 -0.10032  -0.623
H1 -0.92535 1.42156 -2.23671  0.210
H2 -1.38962 1.47089 -0.52391  0.204
H3 -1.80840 0.05849 -1.51074  0.237
H4 1.10381 0.86602 -1.01974  0.196
H5 0.49231 -0.66604 -1.65701  0.211
H6 0.99533 1.22819 1.55802  0.196
H7 2.23294 0.03322 1.09683  0.195
H8 1.03484 -0.36219 2.34179  0.210
H9 -0.44780 -1.75775 1.74933  0.105

Cartesian forces, eV/Å:
0.0 0.0 0.0
0.1 0.1 -0.1
-0.2 -0.2 0.0
0.1 0.0 0.1
0.0 0.0 -0.1
0.2 0.1 0.2
0.0 -0.1 0.1
0.1 0.0 -0.1
0.1 0.1 0.1
-0.1 -0.1 0.0
0.0 0.1 0.1
0.0 -0.1 -0.1
-0.2 0.0 0.0
0.0 0.1 -0.1
0.0 0.0 -0.1

Properties
lowest unoccupied orbital energy = 0.88 eV
net charge = 0
spin multiplicity = 1
structure (SMILES) = CCN(C)C=O
Kohn-Sham gap = 10.22 eV
E_HOMO = -9.346 eV

(9)
ORCA calculation (wB97M-V/def2-TZVPD) on a 2-piece molecular cluster, C4H9NO overall.

Last column: natural (NBO) charge in e.
Geometry (Å):
C1 -1.49885 -1.22457 -1.71322  -0.386
C2 -0.43684 -1.33070 -2.50454  -0.383
H1 -1.39337 -1.22312 -0.63814  0.184
H2 -2.46873 -0.99489 -2.13866  0.195
H3 0.54769 -1.21102 -2.06866  0.196
H4 -0.53758 -1.42002 -3.57735  0.195
C3 -0.31763 0.28269 1.82331  -0.724
C4 1.07516 0.59605 1.35190  0.705
N1 1.32465 1.96089 0.94688  -0.916
O1 1.92908 -0.24786 1.30243  -0.541
H5 -0.99391 1.12603 1.72585  0.232
H6 -0.28295 0.02544 2.88160  0.245
H7 -0.66634 -0.57392 1.25499  0.234
H8 2.17909 2.27281 1.40025  0.381
H9 1.54055 1.96219 -0.04664  0.384

Cartesian forces, eV/Å:
0.2 0.4 -0.5
-0.2 0.4 0.5
-0.1 0.2 0.0
-0.2 -0.6 0.1
0.2 -0.7 -0.2
0.1 0.3 0.0
-0.1 0.3 0.1
0.2 0.1 -0.2
-0.1 0.2 0.2
0.1 -0.1 0.1
0.0 0.0 -0.2
0.1 -0.2 0.0
-0.1 -0.1 0.2
0.1 -0.1 0.0
-0.1 0.0 0.0

Properties
lowest unoccupied orbital energy = 0.94 eV
net charge = 0
spin multiplicity = 1
structure (SMILES) = CC(N)=O.C=C
Kohn-Sham gap = 10.80 eV
E_HOMO = -9.859 eV

(10)
ORCA calculation (wB97M-V/def2-TZVPD) on one molecule with the formula C4H9NO in a non-equilibrium geometry.

Last column: natural (NBO) charge in e.
Geometry (Å):
C1 -0.76379 -2.41045 0.42264  -0.263
C2 0.15822 0.88101 -0.16381  0.227
C3 1.43571 0.96793 0.52727  -0.690
C4 -0.43539 2.12129 -0.81803  -0.648
H1 -1.44688 -2.25681 1.42583  0.172
H2 -1.43540 -2.66415 -0.50592  0.196
H3 -0.04518 -3.22431 0.69429  0.197
H4 1.73577 2.02611 0.55805  0.220
H5 1.29567 0.52248 1.53303  0.246
H6 2.26755 0.35529 0.05134  0.245
H7 -0.54249 2.95843 -0.13162  0.216
H8 0.26323 2.56661 -1.56012  0.218
H9 -1.42878 1.92649 -1.30536  0.238
N1 -0.57062 -0.17725 -0.29974  -0.144
O1 0.12029 -1.29101 0.19127  -0.430

Cartesian forces, eV/Å:
-1.1 0.0 1.1
-2.4 -0.3 -1.6
1.7 -0.6 0.4
-0.2 0.2 -0.6
1.5 -0.1 -2.6
1.4 0.6 1.8
-0.8 0.5 -0.5
0.1 -0.5 0.3
0.3 0.5 -0.4
-1.1 0.7 0.4
-0.2 -0.1 0.5
-0.3 -0.7 0.1
1.1 0.0 0.5
0.9 0.5 0.2
-0.8 -0.7 0.4

Properties
lowest unoccupied orbital energy = 1.06 eV
net charge = 0
spin multiplicity = 1
structure (SMILES) = CON=C(C)C
Kohn-Sham gap = 10.11 eV
E_HOMO = -9.042 eV